(1)
{"formula": "C45H57BrN3O5S2SiY", "method": "ωB97M-V/def2-TZVPD", "charge": 0, "multiplicity": 1, "mol_weight_g_mol": 981.00, "energy_ev": -162941.7271, "elements": ["Y", "O", "C", "C", "C", "C", "C", "C", "C", "O", "N", "N", "C", "C", "Br", "C", "C", "C", "C", "C", "C", "C", "H", "H", "H", "H", "H", "H", "H", "H", "H", "H", "H", "H", "H", "H", "C", "C", "C", "C", "C", "C", "C", "C", "S", "C", "N", "C", "C", "C", "C", "C", "C", "C", "C", "H", "H", "H", "H", "H", "H", "H", "H", "H", "H", "H", "H", "H", "H", "H", "H", "C", "C", "C", "C", "O", "Si", "S", "O", "C", "C", "C", "C", "O", "C", "C", "C", "C", "H", "H", "H", "H", "H", "H", "H", "H", "H", "H", "H", "H", "H", "H", "H", "H", "H", "H", "H", "H", "H", "H", "H", "H", "H", "H", "H"], "positions_angstrom": [[0.3440, 1.0474, 0.2710], [4.5500, 0.0673, -0.0143], [5.1819, 1.1528, -0.5048], [6.5405, 1.0520, -0.8019], [7.2243, 2.1338, -1.3268], [6.5674, 3.3312, -1.5764], [5.2169, 3.4290, -1.2847], [4.5144, 2.3629, -0.7381], [3.0487, 2.5201, -0.3926], [2.3305, 1.3677, -0.4758], [2.9613, 3.0092, 1.0119], [1.8200, 2.7588, 1.6588], [1.5107, 3.4321, 2.7047], [0.3482, 3.1157, 3.5096], [-0.3158, 1.3404, 3.3029], [-0.1941, 3.9767, 4.3750], [-1.3904, 3.8048, 5.2056], [-1.3707, 4.2451, 6.5301], [-2.4855, 4.0954, 7.3375], [-3.6404, 3.5186, 6.8276], [-3.6787, 3.1036, 5.5047], [-2.5629, 3.2465, 4.6955], [3.5910, 0.2549, -0.0481], [7.0363, 0.1072, -0.6190], [8.2781, 2.0362, -1.5563], [7.0981, 4.1725, -2.0023], [4.6850, 4.3532, -1.4900], [2.6286, 3.3028, -1.0504], [3.4236, 3.8840, 1.2245], [2.1112, 4.2793, 3.0357], [0.3247, 4.9270, 4.4749], [-0.4695, 4.6957, 6.9288], [-2.4543, 4.4318, 8.3657], [-4.5122, 3.4014, 7.4582], [-4.5824, 2.6683, 5.0974], [-2.6091, 2.9419, 3.6578], [4.2990, -1.6353, -4.9273], [3.1540, -2.1344, -4.0312], [3.6999, -2.2580, -2.6083], [2.6795, -3.5158, -4.5046], [1.9877, -1.1566, -4.1111], [1.4688, -0.7924, -5.3702], [0.4602, 0.1349, -5.5196], [-0.0585, 0.7268, -4.3722], [-1.2058, 2.0205, -4.1926], [-1.0064, 1.9481, -2.4680], [-0.1833, 1.0222, -2.0635], [0.4060, 0.3427, -3.1136], [1.4265, -0.6014, -2.9791], [-1.6393, 2.8870, -1.5359], [-2.6169, 3.7696, -1.9999], [-3.1817, 4.6814, -1.1275], [-2.7455, 4.7190, 0.1903], [-1.7743, 3.8281, 0.6306], [-1.1895, 2.8585, -0.1958], [5.1470, -2.3201, -4.8599], [4.6334, -0.6464, -4.6077], [4.0038, -1.5731, -5.9754], [4.5391, -2.9559, -2.6048], [2.9531, -2.6381, -1.9081], [4.0613, -1.3011, -2.2285], [3.5074, -4.2280, -4.4756], [2.2991, -3.4806, -5.5268], [1.8821, -3.8916, -3.8593], [1.8853, -1.2412, -6.2627], [0.1014, 0.4079, -6.5035], [1.7682, -0.8552, -1.9847], [-2.9453, 3.7407, -3.0337], [-3.9482, 5.3636, -1.4729], [-3.1706, 5.4432, 0.8763], [-1.4706, 3.8979, 1.6723], [-4.1174, -1.5686, 0.9703], [-3.3381, -0.3460, 0.4950], [-3.6365, -0.0839, -0.9758], [-3.7234, 0.8493, 1.3545], [-1.8963, -0.5278, 0.6686], [-1.0770, -1.9839, 0.5211], [0.9027, -1.4740, 0.8494], [-1.6451, -3.1424, 1.5249], [-1.4039, -3.4580, 2.9038], [-2.6044, -4.2832, 3.3551], [-1.2850, -2.1905, 3.7446], [-0.1287, -4.2900, 2.9992], [-1.4785, -2.4639, -0.9877], [-1.3661, -3.7310, -1.6522], [-1.3414, -3.4118, -3.1435], [-2.5898, -4.5769, -1.3069], [-0.0841, -4.4423, -1.2403], [-5.1821, -1.3763, 0.8341], [-3.9340, -1.7633, 2.0275], [-3.8529, -2.4599, 0.4018], [-4.7059, 0.0917, -1.1115], [-3.3346, -0.9380, -1.5774], [-3.1027, 0.8021, -1.3178], [-4.8055, 0.9916, 1.3335], [-3.2479, 1.7571, 0.9915], [-3.4170, 0.6766, 2.3892], [-3.5201, -3.6930, 3.2972], [-2.4708, -4.6200, 4.3844], [-2.7169, -5.1577, 2.7130], [-2.1600, -1.5519, 3.5990], [-0.3874, -1.6383, 3.4627], [-1.2150, -2.4441, 4.8036], [-0.2312, -5.1974, 2.4013], [0.0623, -4.5775, 4.0350], [0.7231, -3.7194, 2.6290], [-2.2524, -2.8810, -3.4256], [-1.2751, -4.3276, -3.7336], [-0.4846, -2.7763, -3.3787], [-3.5018, -4.0575, -1.6078], [-2.6289, -4.7594, -0.2334], [-2.5508, -5.5348, -1.8295], [0.7781, -3.8038, -1.4366], [0.0305, -5.3734, -1.7984], [-0.0997, -4.6777, -0.1742]]}

---

(2)
{"formula": "C45H59N9O3P", "method": "ωB97M-V/def2-TZVPD", "charge": 1, "multiplicity": 1, "mol_weight_g_mol": 805.00, "energy_ev": -76455.0634, "elements": ["C", "C", "O", "P", "O", "C", "C", "C", "C", "N", "N", "C", "C", "C", "C", "C", "C", "C", "C", "C", "O", "C", "C", "H", "H", "H", "H", "H", "H", "H", "H", "H", "H", "H", "H", "H", "H", "H", "H", "H", "H", "H", "H", "H", "H", "H", "H", "N", "C", "C", "C", "C", "H", "H", "H", "H", "H", "N", "C", "C", "C", "C", "H", "H", "H", "H", "H", "N", "C", "C", "C", "C", "H", "H", "H", "H", "H", "N", "C", "C", "C", "C", "H", "H", "H", "H", "H", "N", "C", "C", "C", "C", "H", "H", "H", "H", "H", "N", "C", "C", "C", "C", "H", "H", "H", "H", "H", "N", "C", "C", "C", "C", "H", "H", "H", "H", "H"], "positions_angstrom": [[-6.0277, 3.5732, 1.3842], [-5.3264, 2.3261, 0.6754], [-6.1897, 1.1783, 0.9438], [-5.3845, -0.2601, 0.7667], [-3.9756, -0.1271, 0.2728], [-5.3060, -1.0400, 2.4591], [-3.8233, -1.1631, 2.9584], [-3.0087, -2.3337, 2.3542], [-3.5964, -3.3737, 1.5110], [-3.0363, -4.4353, 0.9108], [-1.7601, -4.4805, 1.2268], [-1.0258, -3.6714, 2.0026], [-1.5670, -2.4785, 2.6414], [-0.7112, -1.5443, 3.5304], [0.4962, -0.8608, 2.8162], [1.5687, -1.5321, 2.0978], [2.6833, -0.7843, 1.4965], [2.7876, 0.6698, 1.6057], [1.6988, 1.3575, 2.3089], [0.5899, 0.6138, 2.9039], [-6.2665, -1.2468, -0.2267], [-5.7581, -1.2358, -1.5858], [-5.9044, 0.1780, -2.3037], [-6.5043, 3.1590, 2.3139], [-5.2144, 4.2700, 1.7079], [-6.7512, 4.0638, 0.6920], [-4.3039, 2.2443, 1.1159], [-5.3101, 2.4547, -0.4422], [-5.8408, -2.0282, 2.4627], [-5.8743, -0.3786, 3.1715], [-3.3168, -0.1826, 2.7204], [-3.8099, -1.2735, 4.0829], [-4.6991, -3.2790, 1.3244], [-1.2649, -5.2776, 0.7982], [0.0508, -3.9151, 2.1705], [-0.3662, -2.0533, 4.4785], [-1.3856, -0.7131, 3.8848], [1.5786, -2.6377, 1.9866], [3.4754, -1.3852, 0.9782], [3.6672, 1.1900, 1.1621], [1.7603, 2.4698, 2.4066], [-0.1918, 1.2116, 3.4351], [-6.4177, -1.9393, -2.1667], [-4.6983, -1.5952, -1.6755], [-6.1806, 0.0006, -3.3811], [-4.9046, 0.6777, -2.2917], [-6.7288, 0.7948, -1.8665], [-7.3457, 5.0438, 4.8973], [-7.3935, 6.4038, 5.0459], [-6.1300, 6.8406, 5.3493], [-5.2851, 5.7016, 5.3799], [-6.0626, 4.6090, 5.0946], [-8.1309, 4.4563, 4.6769], [-8.3204, 6.9407, 4.9245], [-5.8436, 7.8649, 5.5285], [-4.2264, 5.6855, 5.5872], [-5.8154, 3.5622, 5.0162], [-4.5473, -1.3510, -8.0799], [-5.7220, -1.9195, -7.6685], [-5.7311, -1.9250, -6.2977], [-4.5167, -1.3315, -5.8655], [-3.8090, -0.9854, -6.9876], [-4.2697, -1.2213, -9.0374], [-6.4468, -2.2710, -8.3848], [-6.5225, -2.3112, -5.6742], [-4.1981, -1.1754, -4.8463], [-2.8467, -0.5132, -7.1031], [6.0676, -1.1229, 2.2044], [5.4559, -1.9359, 3.1217], [6.3250, -2.9491, 3.4337], [7.5093, -2.7375, 2.6804], [7.3223, -1.6032, 1.9343], [5.6598, -0.3014, 1.7941], [4.4581, -1.7236, 3.4704], [6.1332, -3.7530, 4.1269], [8.3982, -3.3483, 2.6860], [7.9700, -1.0978, 1.2355], [2.9767, -0.0117, -1.9764], [3.2514, 0.7530, -3.0766], [3.3178, -0.0783, -4.1650], [3.0675, -1.3963, -3.7045], [2.8581, -1.3231, -2.3512], [2.8767, 0.3357, -1.0380], [3.3772, 1.8200, -2.9886], [3.5224, 0.2259, -5.1795], [3.0433, -2.2964, -4.2984], [2.6369, -2.0883, -1.6242], [4.6013, 4.5083, -3.7122], [4.5479, 5.8675, -3.5520], [5.8093, 6.3063, -3.2436], [6.6592, 5.1700, -3.2216], [5.8873, 4.0766, -3.5169], [3.8190, 3.9198, -3.9386], [3.6190, 6.4021, -3.6701], [6.0917, 7.3302, -3.0556], [7.7170, 5.1565, -3.0136], [6.1395, 3.0314, -3.6039], [8.5217, 2.7190, 1.0428], [7.9685, 3.5795, 0.1308], [8.9465, 4.4505, -0.2746], [10.1369, 4.0994, 0.4138], [9.8448, 3.0272, 1.2161], [8.0337, 1.9765, 1.5115], [6.9298, 3.4981, -0.1479], [8.8223, 5.2502, -0.9868], [11.0992, 4.5792, 0.3295], [10.4608, 2.4590, 1.8944], [0.2273, -7.6191, 0.0427], [0.5054, -6.8480, -1.0615], [0.5581, -7.6772, -2.1500], [0.2975, -8.9947, -1.6924], [0.0951, -8.9279, -0.3392], [0.1350, -7.2793, 0.9835], [0.6426, -5.7806, -0.9736], [0.7606, -7.3724, -3.1645], [0.2625, -9.8917, -2.2900], [-0.1294, -9.6952, 0.3841]]}